# 1
Computed, not measured: a structure of composition C23H48N4O4RuSeSi in a non-equilibrium geometry, with ωB97M-V with the def2-TZVPD basis set.

The geometry in XYZ format:
```
82
Properties=species:S:1:pos:R:3
Ru -0.0032 -0.4793 0.7400
C 2.4482 1.8721 2.1417
C 2.9107 1.5270 0.7235
C 2.7695 2.7356 -0.2399
C 1.4276 3.4472 -0.5503
C 1.6095 4.1837 -1.8822
C 1.0272 4.4501 0.5265
N 0.3302 2.4360 -0.6630
C -1.0042 2.8711 -1.1282
C -1.8432 1.6759 -1.5986
N -1.8586 0.5219 -0.6902
C -2.6880 0.8786 0.4748
C -1.9683 1.8663 1.4466
O -2.6013 2.7187 2.0203
O -0.6951 1.6892 1.5584
C -2.3774 -0.6791 -1.3967
C -2.3896 -1.9021 -0.4679
C -1.7041 -1.0087 -2.7565
C -0.1598 -1.1056 -2.9792
C 0.3404 0.0994 -3.7975
C 0.0985 -2.3497 -3.8546
N 0.5448 -1.2331 -1.6897
C 2.0151 -1.2662 -1.7790
C 2.6945 -0.0640 -1.1110
N 2.3248 0.2224 0.2880
C 2.8774 -0.8179 1.1872
C 2.4554 -2.2975 0.8418
O 3.3393 -3.1067 0.6540
O 1.2062 -2.4899 0.8072
H 2.6590 2.9148 2.3561
H 2.9851 1.2854 2.8820
H 1.3799 1.6951 2.2777
H 4.0051 1.3737 0.7594
H 3.2413 2.4741 -1.1905
H 3.4178 3.5014 0.1945
H 2.5532 4.7245 -1.8694
H 0.8298 4.9198 -2.0560
H 1.6386 3.4968 -2.7262
H 1.8214 5.1731 0.6788
H 0.8183 3.9629 1.4724
H 0.1424 5.0028 0.2232
H 0.6360 1.6271 -1.2156
H 0.0947 2.0740 0.3405
H -0.9177 3.5534 -1.9741
H -1.5056 3.3863 -0.3076
H -1.4656 1.3468 -2.5608
H -2.8684 2.0436 -1.7574
H -2.8993 -0.0042 1.0817
H -3.6450 1.3288 0.1766
H -3.4293 -0.4811 -1.6660
H -1.4883 -1.9461 0.1739
H -2.4281 -2.8245 -1.0400
H -3.2662 -1.8832 0.1739
H -2.0919 -0.3121 -3.4989
H -2.1331 -1.9729 -3.0299
H -0.2919 0.2067 -4.6764
H 1.3541 -0.0578 -4.1577
H 0.3247 1.0392 -3.2530
H -0.4714 -2.2735 -4.7777
H -0.1888 -3.2647 -3.3413
H 1.1500 -2.4393 -4.1202
H 0.2599 -2.1373 -1.3017
H 2.3429 -1.2602 -2.8218
H 2.3979 -2.1910 -1.3553
H 2.4460 0.8042 -1.7204
H 3.7785 -0.2292 -1.1830
H 2.4896 -0.6528 2.1983
H 3.9748 -0.7848 1.2068
C -2.1156 -2.7874 5.6410
Si -1.8615 -3.1692 3.7980
C -0.7845 -4.6755 3.3685
C -3.5331 -3.1502 2.8626
Se -0.6361 -1.2761 2.9580
H -2.8508 -3.4667 6.0621
H -2.4763 -1.7728 5.7912
H -1.1950 -2.8992 6.2062
H -1.2421 -5.5858 3.7446
H 0.2058 -4.5922 3.8061
H -0.6470 -4.7809 2.2950
H -4.2430 -3.7968 3.3715
H -3.4348 -3.5109 1.8420
H -3.9627 -2.1514 2.8325
```

Results
2S+1: 6
LUMO level (spin up / spin down): -2.01 / -4.97 eV
Largest force on an atom: 1.792 eV/Å
Charge: +1
Electronic energy: -114580.532 eV

Here is what Löwdin gives for the atomic charges, in e:
1 Ru 1.103
2 C -0.034
3 C -0.324
4 C -0.085
5 C -0.487
6 C -0.020
7 C -0.003
8 N 0.071
9 C -0.088
10 C -0.131
11 N -0.172
12 C -0.104
13 C -0.658
14 O 0.094
15 O -0.212
16 C -0.327
17 C -0.054
18 C -0.087
19 C -0.526
20 C -0.029
21 C -0.023
22 N -0.026
23 C -0.167
24 C -0.146
25 N -0.183
26 C -0.112
27 C -0.710
28 O 0.065
29 O -0.179
30 H 0.088
31 H 0.085
32 H 0.056
33 H 0.151
34 H 0.108
35 H 0.137
36 H 0.103
37 H 0.087
38 H 0.091
39 H 0.105
40 H 0.084
41 H 0.094
42 H 0.120
43 H 0.077
44 H 0.134
45 H 0.131
46 H 0.089
47 H 0.150
48 H 0.093
49 H 0.141
50 H 0.155
51 H 0.006
52 H 0.099
53 H 0.071
54 H 0.113
55 H 0.116
56 H 0.101
57 H 0.086
58 H 0.056
59 H 0.098
60 H 0.096
61 H 0.085
62 H 0.098
63 H 0.114
64 H 0.113
65 H 0.094
66 H 0.153
67 H 0.097
68 H 0.139
69 C -0.211
70 Si 0.344
71 C -0.199
72 C -0.213
73 Se 0.551
74 H 0.034
75 H 0.031
76 H 0.033
77 H 0.035
78 H 0.034
79 H 0.030
80 H 0.033
81 H 0.014
82 H 0.025

***

# 2
Computed, not measured: a structure of composition C23H49Br2IN3O13P2 in a non-equilibrium geometry, with ωB97M-V with the def2-TZVPD basis set.

The geometry in XYZ format:
```
93
Properties=species:S:1:pos:R:3
C -1.2553 3.1935 0.0989
C -1.2353 3.6724 1.5444
C -1.5283 2.7175 2.7060
N -2.4769 1.5473 2.5505
C -3.7254 1.7127 1.7120
P -4.6112 3.3330 1.9084
N -6.0867 3.3624 1.3919
C -4.7380 0.6814 2.2547
N -4.0943 -0.5854 2.5835
Br -5.2893 -1.9975 2.3886
C -2.8695 -0.8068 1.8345
C -1.8259 0.2005 2.3042
I -1.1301 -0.4330 4.2614
P -0.2793 0.2370 1.2138
O 0.2815 -1.2515 1.5339
Br -1.0677 -0.1425 -0.8548
H -0.3751 2.6096 -0.1193
H -1.1738 4.0684 -0.5321
H -2.1535 2.6782 -0.2111
H -1.8868 4.5302 1.6343
H -0.2471 4.0669 1.7356
H -0.6067 2.3097 3.0913
H -1.9213 3.3053 3.5226
H -2.8572 1.4133 3.4902
H -3.5418 1.4650 0.6782
H -3.8635 4.3241 1.2607
H -4.4757 3.5493 3.2988
H -6.3827 2.4872 0.9767
H -5.4552 0.5385 1.4517
H -5.3015 1.0813 3.0931
H -3.0628 -0.7336 0.7658
H -2.4832 -1.7801 2.0886
H -0.2197 -1.9078 1.0099
C -4.7017 -4.1955 -1.0622
C -6.1123 -4.5139 -0.6113
O -6.7509 -5.4429 -1.4892
C -6.4113 -6.7230 -1.2992
O -5.6550 -7.1312 -0.4565
O -7.0663 -7.4589 -2.1893
C -6.7812 -8.8619 -2.1310
H -4.7006 -3.8563 -2.0986
H -4.2707 -3.4136 -0.4342
H -4.0643 -5.0765 -1.0011
H -6.7282 -3.6158 -0.6410
H -6.1284 -4.8969 0.4094
H -6.9219 -9.2459 -1.1242
H -5.7632 -9.0533 -2.4645
H -7.4814 -9.3429 -2.8061
C 3.6351 -2.2340 3.7446
C 3.1172 -2.4343 2.3355
O 4.1678 -2.3598 1.3654
C 4.9193 -3.4558 1.2172
O 4.7736 -4.4944 1.8030
O 5.8430 -3.1921 0.2963
C 6.7622 -4.2637 0.0474
H 4.2085 -1.3086 3.8098
H 2.8045 -2.1850 4.4499
H 4.2886 -3.0526 4.0418
H 2.4386 -1.6336 2.0630
H 2.5793 -3.3783 2.2411
H 6.2325 -5.1851 -0.1790
H 7.4122 -4.4085 0.9077
H 7.3554 -3.9631 -0.8103
C 5.7448 -0.1666 -1.7437
C 5.2006 0.3826 -0.4437
O 6.1070 1.3357 0.1419
C 6.0207 2.5649 -0.3569
O 5.1957 2.9447 -1.1503
O 6.9717 3.3140 0.1990
C 7.0191 4.6643 -0.2704
H 6.7403 -0.5827 -1.5888
H 5.0918 -0.9520 -2.1232
H 5.8205 0.6151 -2.4990
H 5.1009 -0.4147 0.2869
H 4.2215 0.8415 -0.5831
H 6.0458 5.1420 -0.1832
H 7.3565 4.6934 -1.3047
H 7.7353 5.1819 0.3595
C -0.4786 2.5110 -4.3544
C -0.2345 3.9423 -4.7829
O 0.2361 4.7475 -3.6917
C 1.5368 4.6198 -3.4118
O 2.3207 3.9211 -3.9962
O 1.8121 5.4086 -2.3740
C 3.1715 5.3418 -1.9170
H -1.1512 2.4830 -3.4948
H -0.9268 1.9433 -5.1692
H 0.4545 2.0264 -4.0691
H -1.1644 4.4085 -5.1018
H 0.4693 3.9946 -5.6117
H 3.8701 5.5132 -2.7316
H 3.3709 4.3778 -1.4608
H 3.2801 6.1281 -1.1743
```

Results
LUMO level: -3.97 eV
Largest force on an atom: 1.762 eV/Å
Charge: +1
Electronic energy: -222489.112 eV

Here is what Löwdin gives for the atomic charges, in e:
1 C -0.131
2 C -0.222
3 C -0.164
4 N -0.138
5 C -0.343
6 P 0.768
7 N -0.255
8 C -0.301
9 N -0.578
10 Br 0.853
11 C -0.424
12 C -0.906
13 I 1.078
14 P 0.602
15 O -0.440
16 Br 0.451
17 H 0.018
18 H 0.091
19 H 0.037
20 H 0.077
21 H 0.124
22 H 0.078
23 H 0.125
24 H 0.100
25 H 0.109
26 H 0.016
27 H 0.030
28 H -0.024
29 H 0.092
30 H 0.119
31 H 0.054
32 H 0.085
33 H 0.057
34 C -0.066
35 C -0.233
36 O 0.040
37 C -0.609
38 O 0.124
39 O 0.013
40 C -0.028
41 H 0.085
42 H 0.041
43 H 0.079
44 H 0.119
45 H 0.117
46 H 0.097
47 H 0.099
48 H 0.095
49 C -0.052
50 C -0.219
51 O 0.014
52 C -0.606
53 O 0.137
54 O -0.003
55 C -0.023
56 H 0.085
57 H 0.075
58 H 0.081
59 H 0.084
60 H 0.126
61 H 0.097
62 H 0.101
63 H 0.094
64 C -0.054
65 C -0.204
66 O 0.049
67 C -0.604
68 O 0.105
69 O 0.014
70 C -0.030
71 H 0.083
72 H 0.082
73 H 0.079
74 H 0.100
75 H 0.118
76 H 0.087
77 H 0.102
78 H 0.095
79 C -0.067
80 C -0.208
81 O 0.026
82 C -0.614
83 O 0.135
84 O -0.002
85 C -0.035
86 H 0.063
87 H 0.083
88 H 0.076
89 H 0.124
90 H 0.126
91 H 0.102
92 H 0.071
93 H 0.093